C3H11N2 | ωB97M-V with the def2-TZVPD basis set

* charge: +1
* orbital gap: 9.40 eV
* LUMO: -4.46 eV
* ΔE to the lowest compared entry with this formula, charge and spin: 19.3 kcal/mol
* HOMO: -0.510 Eh

Each line ends with the natural charge from an NBO analysis.
Element x y z (Å)
C -1.265005 0.225438 1.456908  -0.701
C -2.472031 -0.133901 -0.788476  -0.699
C -1.182710 -0.093562 0.024799  0.533
N -0.024126 -0.222149 -0.578977  -0.623
N 3.467381 -0.177532 -0.046120  -1.115
H -0.282934 0.585235 1.736858  0.246
H -2.143278 1.006592 1.505365  0.278
H -1.497076 -0.715400 1.998279  0.292
H -3.280704 -0.861614 -0.420421  0.288
H -2.164031 -0.618766 -1.708470  0.237
H -2.777647 0.924823 -0.827828  0.277
H 0.005032 -0.206673 -1.645993  0.433
H 0.802027 -0.014368 -0.200966  0.431
H 3.917463 0.554478 -0.531950  0.374
H 3.931841 -1.106382 -0.112546  0.386
H 3.579600 0.113088 0.916134  0.364

Force components x, y, z for each atom (eV/Å):
-1.131 0.632 -0.462
0.788 -1.656 0.595
-0.094 -0.289 -0.831
-5.527 -0.130 -3.904
-0.878 -1.394 1.139
-0.145 0.358 0.727
1.857 -1.518 0.562
-0.158 0.677 -0.071
1.174 1.507 0.187
-0.399 0.682 -0.769
-0.319 -0.597 -0.420
-0.158 -0.471 1.951
4.413 0.744 2.422
0.891 0.346 -1.127
-0.222 1.311 -0.320
-0.095 -0.202 0.321